Model A:
21
Properties=species:S:1:pos:R:3 method="wB97M-V/def2-TZVPD" smiles=CSCC[C@H](C)[NH3+] charge=+1 lumo_ev=-3.23 orbital_gap_ev=8.9
C 0.26452 -0.63801 3.50189
S 0.76012 -0.41342 1.80332
C -0.83803 -0.69677 0.95196
C -0.89041 0.06480 -0.40016
C 0.40205 0.61300 -0.95539
C 0.13284 1.60248 -2.04230
N 0.90726 -0.69336 -1.90504
H 1.11669 -0.38941 4.13671
H -0.02414 -1.67391 3.76641
H -0.58017 0.02038 3.67767
H -1.67999 -0.39045 1.60922
H -0.99749 -1.76182 0.83889
H -1.61257 0.86740 -0.27317
H -1.46918 -0.46912 -1.18359
H 1.27556 0.80353 -0.34595
H -0.58103 1.42727 -2.84428
H 1.07978 1.94725 -2.51385
H -0.19268 2.58164 -1.63793
H 1.21153 -0.40307 -2.83043
H 1.63288 -1.12701 -1.33655
H 0.08247 -1.27141 -2.01743


Model B:
21
Properties=species:S:1:pos:R:3 method="wB97M-V/def2-TZVPD" charge=+1 lumo_ev=-5.96 orbital_gap_ev=2.2
C 1.95222 2.77481 6.93075
C -2.59023 -7.17826 -9.40570
C 2.70668 7.08062 5.05622
C 0.65478 5.03680 7.31358
C -2.28977 -6.88407 -6.97228
N -2.60505 -6.37416 -8.16820
S 0.97435 3.85253 6.13272
H 2.14727 2.54773 7.93647
H 2.45896 2.18419 6.15197
H -1.68996 -6.91786 -9.95735
H -2.66672 -8.13483 -8.96534
H -3.56770 -6.92404 -10.00285
H 2.48518 6.33335 4.22916
H 3.30561 7.92070 4.69589
H 1.69886 7.37013 5.49877
H 0.10452 5.80107 6.77473
H 3.30623 6.27083 5.62064
H 1.09603 4.97777 8.31579
H -2.47289 -6.33268 -6.03466
H -2.03997 -7.95635 -6.98140
H -2.96841 -5.44828 -8.16890


It turns out model A is the most stable, with the second structure 0.1714 hartree higher.


Model A:
21
Properties=species:S:1:pos:R:3 method="wB97M-V/def2-TZVPD" charge=+1 lumo_ev=-4.84 orbital_gap_ev=8.3
C -1.34159 -2.18231 -0.56239
C 0.07729 -1.77928 -0.18260
C 0.20597 -1.48846 1.29288
S 1.64580 -0.37756 1.70266
H -1.49066 -2.35604 -1.63343
H -2.06578 -1.41924 -0.25867
H -1.66601 -3.11146 -0.09530
H 0.80152 -2.54596 -0.47599
H 0.34467 -0.91547 -0.79986
H 0.33654 -2.37471 1.90798
H -0.69955 -0.98721 1.63545
H 1.21255 -0.07110 2.95043
C 0.00046 1.76851 -1.60504
C 0.66807 2.94599 0.39742
N 0.45892 1.85176 -0.20859
H -0.89972 1.15986 -1.65737
H 0.79732 1.31198 -2.19010
H -0.21682 2.78580 -1.92396
H 0.46489 3.89311 -0.08790
H 1.01879 2.90112 1.42186
H 0.34736 0.99066 0.37252


Model B:
21
Properties=species:S:1:pos:R:3 method="wB97M-V/def2-TZVPD" charge=+1 lumo_ev=-3.83 orbital_gap_ev=9.5
C -1.80707 -0.31533 0.69354
C -0.69712 -1.37277 -1.37721
C 1.84201 -0.71185 -0.12918
C 0.63954 0.39136 1.64782
C -0.62538 -0.60227 -0.09300
N 0.52780 -0.33147 0.36500
S 0.04133 2.55466 -0.88734
H -1.74119 -0.97155 1.60332
H -2.78509 -0.56686 0.22293
H -1.92654 0.69936 1.10970
H -0.05322 -2.20903 -1.28147
H -0.36932 -0.95104 -2.36569
H -1.80054 -1.67138 -1.62771
H 2.40164 -1.28126 0.65275
H 1.68753 -1.23351 -1.11005
H 2.48601 0.22516 -0.27041
H 1.06724 -0.23672 2.41384
H 1.49305 1.06195 1.49499
H -0.29803 1.03607 2.04210
H -0.82866 2.89344 -1.87258
H 0.74602 3.59303 -1.23136


It turns out model A is the most stable, with the second structure 0.0043 hartree higher.


Model A:
21
Properties=species:S:1:pos:R:3 method="wB97M-V/def2-TZVPD" charge=+1 lumo_ev=-2.66 orbital_gap_ev=11.0
C -2.39115 1.19038 0.46127
C -2.37458 -1.05202 0.32701
C 0.85715 -1.57456 -0.22580
C 2.67067 0.35163 0.72609
C 1.01601 1.32764 -1.17840
N -1.69017 0.19776 0.12930
S 0.90908 0.23340 0.22001
H -3.56011 1.19316 0.75617
H -1.82617 2.07161 0.55404
H -3.47770 -1.03251 0.49327
H -2.46547 -1.84299 -0.54694
H -1.98695 -1.68738 1.06399
H 0.66510 -2.03159 0.67079
H 1.74409 -1.85971 -0.54348
H 0.08146 -1.58586 -0.86460
H 2.70714 1.40265 1.12109
H 3.22711 0.34070 -0.18374
H 2.89386 -0.35401 1.54910
H 1.50606 0.88061 -2.03553
H 1.38361 2.33331 -0.81241
H 0.11095 1.49776 -1.68122


Model B:
21
Properties=species:S:1:pos:R:3 method="wB97M-V/def2-TZVPD" smiles=CSCC[C@H](C)[NH3+] charge=+1 lumo_ev=-3.28 orbital_gap_ev=9.3
C 2.90520 -1.11932 1.09094
S 1.23999 -1.18737 0.31227
C 0.79504 0.57853 0.80175
C -0.53577 1.26953 0.32437
C -1.21042 0.67278 -0.93873
C -2.27622 1.67126 -1.37992
N -1.76643 -0.64310 -0.53028
H 3.56032 -1.32203 0.24732
H 2.92730 -1.83786 1.90590
H 3.20422 -0.14060 1.48290
H 1.60862 1.27274 0.60396
H 0.62712 0.49493 1.87776
H -0.32018 2.35467 0.30262
H -1.27430 1.44016 1.12152
H -0.34388 0.59762 -1.61475
H -3.02028 1.73413 -0.59319
H -2.68239 1.52085 -2.38840
H -1.78032 2.64807 -1.36780
H -2.53197 -0.55987 0.14332
H -1.94195 -1.29466 -1.29491
H -1.02112 -1.11104 0.03660


It turns out model B is the most stable, with the second structure 0.0839 hartree higher.